78
Properties=species:S:1:pos:R:3:forces:R:3 method="wB97M-V/def2-TZVPD" orbital_gap_ha=0.3307 e_homo_ev=-11.73 charge=+1
C 0.149 2.239 3.383 -0.0403 0.1236 0.0003
C -0.698 1.182 4.088 -0.1554 0.0953 0.0862
O -0.148 -0.120 4.038 0.0023 0.0418 0.1748
C -0.040 -0.686 2.753 0.2120 0.2686 0.2548
C -0.902 -1.929 2.637 -0.9061 0.1885 -0.2734
O -2.308 -1.701 2.792 -0.5290 0.3354 0.3250
C -2.867 -0.830 1.873 0.2400 0.1174 -0.1796
C -4.338 -0.621 2.208 -0.0237 -0.0149 0.1787
N -4.901 -0.041 0.928 0.0495 -0.0831 -0.0230
C -3.901 -0.338 -0.213 -0.1462 -0.2400 0.0941
O -3.394 0.923 -0.454 0.0658 0.1334 0.0913
C -2.304 1.007 -1.407 -0.0851 -0.1223 -0.2649
C -1.128 1.770 -0.786 -0.0147 0.2847 0.0737
C -1.057 3.184 -1.398 0.0824 -0.0014 0.0344
C 0.247 1.064 -0.861 0.0947 0.1668 0.1624
C 0.202 -0.424 -0.504 0.3328 -0.2531 -0.3641
C 1.227 1.777 0.112 -0.0477 0.0456 -0.0451
C -2.954 -1.333 0.431 0.0186 -0.1562 -0.2306
H 1.214 2.024 3.535 -0.1873 0.0597 -0.0116
H -0.059 3.231 3.801 0.0075 -0.1730 -0.0755
H -0.043 2.291 2.303 0.0352 -0.0874 0.4466
H -0.792 1.411 5.154 0.0666 -0.0407 -0.1780
H -1.723 1.171 3.673 0.1169 0.0640 0.0758
H 0.999 -1.006 2.578 -0.4067 0.3500 0.1568
H -0.267 0.055 1.972 -0.1533 -0.0549 0.6544
H -0.701 -2.424 1.673 -1.1252 0.7285 0.6309
H -0.647 -2.624 3.443 -0.1073 0.3152 -0.1692
H -2.363 0.151 1.856 -0.0560 -0.1795 0.1059
H -4.812 -1.590 2.387 0.0544 0.1810 0.0148
H -4.520 0.054 3.048 -0.0413 -0.1067 -0.2085
H -5.831 -0.396 0.724 -0.0383 -0.0170 0.0045
H -4.954 0.979 0.973 -0.0084 -0.0012 -0.0185
H -4.445 -0.741 -1.076 -0.0879 0.0626 0.1226
H -2.702 1.530 -2.285 0.0799 -0.1139 0.1694
H -2.041 -0.011 -1.711 0.0172 0.2479 -0.0488
H -1.378 1.868 0.285 0.0737 -0.0567 -0.1939
H -0.113 3.683 -1.158 -0.1862 -0.0797 -0.0101
H -1.116 3.127 -2.493 0.0655 -0.0044 0.1886
H -1.878 3.821 -1.047 0.1149 -0.1674 -0.0919
H 0.641 1.193 -1.880 -0.2110 -0.1205 0.1044
H 0.061 -0.580 0.573 0.0333 -0.0215 -0.9412
H 1.152 -0.908 -0.764 -0.1161 0.1460 0.0912
H -0.562 -0.992 -1.046 0.3693 0.1049 -0.0591
H 2.148 2.111 -0.375 -0.1142 -0.1387 0.0297
H 1.490 1.102 0.937 0.0821 0.2120 -0.2006
H 0.757 2.662 0.561 0.2414 -0.1653 -0.2099
H -3.410 -2.335 0.424 0.1315 0.1714 -0.0244
H -1.997 -1.375 -0.099 -0.3974 -0.0562 0.2998
O 2.234 3.414 -3.405 -0.0793 -0.0284 0.0506
S 3.333 2.535 -3.686 -0.0866 0.0223 0.0065
O 4.201 2.167 -2.610 0.0140 -0.0533 0.0560
O 4.163 3.117 -4.893 0.0744 -0.0089 0.0262
C 4.577 4.514 -4.819 -0.0209 0.1443 -0.0613
C 5.763 4.718 -3.906 -0.0008 -0.0778 0.0155
C 2.748 1.080 -4.482 0.0148 -0.0074 -0.0377
H 3.715 5.109 -4.517 -0.0147 -0.0325 0.0221
H 4.817 4.757 -5.851 0.0161 -0.0353 -0.0016
H 5.507 4.531 -2.865 -0.0126 0.0056 -0.0020
H 6.106 5.749 -4.000 0.0041 0.0038 -0.0008
H 6.580 4.052 -4.184 0.0111 0.0233 -0.0128
H 2.105 1.367 -5.310 0.0005 -0.0049 -0.0030
H 2.192 0.521 -3.732 0.0030 -0.0005 0.0009
H 3.604 0.506 -4.826 -0.0016 -0.0055 0.0038
O 0.988 -2.922 1.851 2.3404 -1.4427 -0.6897
S 1.145 -3.942 0.850 0.3646 -0.4221 -0.0395
O 0.561 -3.702 -0.436 -0.0818 0.0956 0.0059
O 0.619 -5.311 1.436 0.0536 0.0601 -0.0992
C -0.679 -5.313 2.088 -0.0962 -0.0454 0.2035
C -1.826 -5.272 1.104 0.0498 -0.0043 -0.0434
C 2.831 -4.384 0.673 0.0256 -0.0006 -0.0383
H -0.710 -4.481 2.793 0.0000 -0.1472 -0.0788
H -0.675 -6.239 2.659 0.0084 -0.0221 -0.0415
H -1.865 -4.320 0.574 0.0011 -0.0010 0.0111
H -2.762 -5.415 1.647 0.0039 0.0120 0.0028
H -1.727 -6.067 0.366 -0.0121 -0.0126 0.0085
H 3.246 -4.579 1.657 -0.0038 -0.0049 0.0020
H 3.325 -3.535 0.204 0.0062 0.0021 -0.0017
H 2.891 -5.262 0.034 0.0160 -0.0007 -0.0130



38
Properties=species:S:1:pos:R:3:forces:R:3 method="wB97M-V/def2-TZVPD" orbital_gap_ha="0.2620 / 0.2265" e_homo_ev="-4.66 / -5.22" charge=-1 multiplicity=5
Rh -1.113 0.341 2.166 0.4682 0.4140 -0.2040
Cl 3.402 -4.676 4.170 -0.0119 0.0015 -0.0098
C 2.574 -3.175 3.977 0.2014 0.1381 0.1983
C 3.065 -2.018 4.671 0.0415 -0.3366 -0.0766
Cl 4.471 -2.173 5.659 -0.0300 0.0225 -0.0096
C 2.435 -0.815 4.551 -0.3062 0.1571 -0.1716
Cl 2.990 0.596 5.362 0.0488 -0.0032 0.0398
C 1.261 -0.659 3.728 0.1766 -0.2710 0.0437
O 0.669 0.436 3.612 -0.1198 0.0658 -0.0635
C 0.766 -1.849 2.999 0.2407 0.0417 0.1927
O -0.233 -1.746 2.258 -0.0923 -0.1359 -0.1118
C 1.472 -3.093 3.178 -0.2033 0.2338 -0.0957
Cl 0.856 -4.455 2.327 0.0152 -0.0276 0.0007
Br -3.359 0.423 3.134 -0.3984 -0.0585 0.1869
N -0.349 0.931 0.431 -0.1148 -0.4779 0.2313
C -0.576 0.931 -0.801 0.1684 0.1808 -0.3327
C -1.975 0.907 -1.360 0.0689 0.0367 0.0513
C -2.897 -0.014 -0.881 -0.0499 -0.0332 0.0529
C -4.210 0.005 -1.327 0.0053 0.0142 -0.0065
C -4.617 0.952 -2.257 0.0160 0.0152 0.0035
C -3.701 1.878 -2.742 0.0142 -0.0444 0.0286
C -2.387 1.849 -2.299 0.0065 0.0176 -0.0475
C 0.573 0.971 -1.782 -0.1373 0.0508 0.0419
C 1.833 1.369 -1.340 0.0281 0.0250 0.0179
C 2.915 1.379 -2.203 -0.0147 -0.0034 0.0009
C 2.759 0.984 -3.528 -0.0081 0.0031 0.0239
C 1.512 0.578 -3.976 -0.0329 0.0067 0.0489
C 0.425 0.575 -3.108 0.0149 -0.0306 -0.0433
H -2.585 -0.741 -0.140 0.0056 0.0004 0.0188
H -4.919 -0.711 -0.931 0.0048 0.0034 -0.0092
H -5.645 0.975 -2.595 0.0023 -0.0029 -0.0040
H -4.013 2.626 -3.460 0.0014 -0.0007 0.0033
H -1.671 2.570 -2.678 -0.0150 0.0002 0.0116
H 1.938 1.660 -0.302 0.0119 0.0008 -0.0120
H 3.888 1.693 -1.844 -0.0064 0.0012 0.0034
H 3.607 0.990 -4.203 -0.0016 -0.0002 0.0048
H 1.383 0.259 -5.003 -0.0109 -0.0027 0.0045
H -0.545 0.250 -3.463 0.0129 -0.0017 -0.0121



102
Properties=species:S:1:pos:R:3:forces:R:3 method="wB97M-V/def2-TZVPD" e_above_lowest_kcal_mol=16.2 orbital_gap_ha=0.2634 e_homo_ev=-12.45 charge=+2
Al 0.396 -1.005 1.504 -0.4241 -0.1082 0.1842
N -2.743 5.130 3.493 -0.0063 -0.1335 0.0542
C -2.960 6.475 3.312 0.0645 0.1090 -0.1270
C -3.668 7.423 4.050 -0.0186 -0.0506 0.0205
C -3.661 8.707 3.557 0.0113 0.0086 -0.0116
C -2.980 9.049 2.369 -0.0024 0.0145 -0.0038
C -2.286 8.113 1.643 0.0059 -0.0459 -0.0153
C -2.276 6.798 2.126 -0.0930 0.0567 0.1268
N -1.669 5.677 1.614 0.0515 -0.1121 -0.0380
C -1.965 4.710 2.445 -0.0398 0.1951 -0.0009
C -1.491 3.352 2.252 0.0831 -0.1507 -0.0593
C -1.757 2.294 3.120 -0.0440 0.0764 0.0207
C -1.239 1.045 2.858 0.0732 -0.1549 -0.0114
N -0.478 0.776 1.783 -0.0544 0.1481 0.0212
C -0.238 1.796 0.936 0.0318 -0.0944 -0.0650
C -0.708 3.067 1.126 -0.0840 0.0990 0.0686
H -3.100 4.576 4.251 -0.0038 0.0053 -0.0100
H -4.197 7.165 4.958 0.0051 0.0204 0.0080
H -4.193 9.481 4.094 -0.0085 -0.0036 0.0012
H -3.012 10.074 2.028 -0.0023 0.0022 0.0042
H -1.767 8.365 0.729 0.0052 0.0141 0.0057
H -2.360 2.422 4.009 0.0020 -0.0123 0.0001
H -1.428 0.218 3.526 -0.0215 0.0278 0.0335
H 0.359 1.560 0.068 0.0134 -0.0038 0.0167
H -0.493 3.863 0.427 0.0225 -0.0285 -0.0220
C 5.980 -1.079 1.270 -0.0582 -0.0254 0.0012
C 4.624 -1.456 1.860 0.0833 0.0058 0.0210
C 4.304 -0.639 3.107 -0.1385 -0.0482 -0.0366
S 2.685 -1.120 3.730 0.0529 0.0550 -0.0620
O 1.708 -0.469 2.723 0.1577 0.2170 0.0557
C 2.548 -0.102 5.230 -0.0981 -0.0253 -0.0694
C 1.844 1.235 5.040 0.0995 0.0729 -0.0816
C 2.619 2.254 4.208 -0.0345 -0.0662 0.0579
H 6.193 -1.684 0.389 0.0246 0.0244 -0.0060
H 6.784 -1.252 1.985 -0.0006 0.0067 0.0126
H 6.016 -0.027 0.981 0.0344 -0.0053 0.0123
H 4.612 -2.517 2.117 -0.0185 -0.0007 -0.0167
H 3.829 -1.302 1.125 -0.0302 -0.0581 0.0206
H 4.281 0.436 2.920 0.0309 0.0043 0.0107
H 5.012 -0.849 3.912 -0.0125 -0.0062 0.0157
H 3.566 0.031 5.601 0.0158 -0.0706 0.0054
H 2.008 -0.738 5.931 0.0012 0.0237 0.0181
H 1.673 1.630 6.043 0.0034 -0.0169 0.0146
H 0.863 1.062 4.599 -0.0436 0.0052 0.0347
H 3.662 2.312 4.527 0.0005 0.0249 -0.0018
H 2.191 3.249 4.325 -0.0253 -0.0092 -0.0313
H 2.589 1.998 3.148 0.0284 0.0130 -0.0083
O -1.099 -4.060 2.466 0.0136 0.0348 0.0050
Cl -0.114 -3.161 2.918 -0.0323 -0.5957 0.2790
O 0.531 -3.556 4.104 -0.0337 -0.0044 -0.0445
O 0.892 -2.914 1.835 0.0351 0.1788 -0.0946
O -0.679 -1.794 3.070 0.0447 0.2421 -0.0686
C 3.537 1.067 -0.727 -0.0414 -0.0358 -0.0342
As 2.222 -0.213 -1.281 0.0999 0.0215 -0.0277
C 3.114 -1.700 -2.083 0.0013 0.0428 0.0830
C 0.959 0.599 -2.483 0.0441 -0.0372 0.0447
O 1.398 -0.785 0.065 0.2684 0.1475 -0.2434
H 4.285 1.158 -1.514 -0.0026 0.0251 0.0017
H 4.006 0.691 0.181 -0.0151 0.0278 -0.0453
H 3.085 2.039 -0.540 -0.0562 -0.0174 0.0139
H 3.313 -1.490 -3.133 -0.0054 -0.0086 -0.0120
H 2.474 -2.578 -2.000 0.1594 0.0264 0.0153
H 4.051 -1.868 -1.555 0.0070 -0.0279 0.0174
H 1.124 0.221 -3.491 -0.0114 -0.0008 -0.0337
H 1.077 1.681 -2.475 0.0164 0.0030 0.0071
H -0.040 0.329 -2.146 0.0027 -0.0216 -0.0252
Cl -5.101 -1.621 -7.218 -0.0125 0.0191 -0.0275
C -4.162 -2.389 -5.995 0.0472 -0.0540 0.0579
C -4.161 -1.881 -4.704 -0.0254 0.0622 0.0161
C -3.405 -2.514 -3.734 0.0061 -0.0088 -0.0182
C -2.638 -3.644 -4.012 0.0943 -0.0463 -0.0364
C -1.808 -4.335 -2.956 -0.2057 0.0390 0.0218
C -2.458 -4.404 -1.562 0.0107 -0.0819 -0.0934
N -2.219 -3.214 -0.749 -0.1249 0.0535 -0.0595
C -3.177 -2.413 -0.165 -0.0234 0.0177 0.1177
C -2.508 -1.468 0.541 0.0381 0.1405 -0.1319
N -1.152 -1.669 0.381 0.0896 -0.1106 0.2380
C -1.025 -2.742 -0.388 0.1398 0.1742 0.0956
O -0.492 -3.812 -2.768 0.2381 -0.1396 -0.3153
C -0.133 -2.573 -3.358 -0.0996 -0.0245 -0.0214
C 0.330 -2.673 -4.779 -0.0589 0.0433 0.0429
C 1.371 -3.444 -5.203 0.0745 0.0729 -0.1629
Cl 2.392 -4.415 -4.225 -0.0150 -0.0863 0.0203
S 1.622 -3.349 -6.895 -0.0201 -0.0141 0.0686
C 0.324 -2.248 -7.061 0.0391 0.0073 -0.0171
C -0.269 -1.977 -5.869 -0.0248 -0.0008 0.0484
C -2.653 -4.118 -5.326 -0.0397 0.0386 0.0506
Cl -1.698 -5.485 -5.792 0.0388 0.0100 -0.0029
C -3.412 -3.508 -6.312 -0.0081 -0.0218 -0.0551
H -4.750 -1.006 -4.467 -0.0063 -0.0043 -0.0037
H -3.408 -2.103 -2.732 -0.0325 -0.0083 0.0005
H -1.678 -5.372 -3.268 0.0081 0.0277 -0.0093
H -2.045 -5.259 -1.030 -0.0065 0.0098 0.0336
H -3.533 -4.541 -1.654 0.0003 -0.0300 0.0622
H -4.230 -2.597 -0.283 0.0010 -0.0197 -0.0210
H -2.900 -0.661 1.134 -0.0271 -0.0193 0.0194
H -0.095 -3.193 -0.684 -0.0849 -0.0332 0.1492
H 0.677 -2.206 -2.719 -0.1729 -0.0260 -0.0824
H -0.956 -1.854 -3.304 0.0582 0.0348 0.0407
H 0.064 -1.863 -8.034 -0.0040 -0.0109 -0.0108
H -1.121 -1.319 -5.756 -0.0195 -0.0121 -0.0193
H -3.410 -3.902 -7.318 -0.0065 0.0017 -0.0017



68
Properties=species:S:1:pos:R:3:forces:R:3 method="wB97M-V/def2-TZVPD" orbital_gap_ha=0.3393 e_homo_ev=-8.68 charge=0
C 8.207 -2.534 0.299 -0.2604 -0.1690 -0.1689
C 7.392 -1.584 -0.546 -0.0266 0.0860 0.2129
O 7.840 -0.538 -0.958 -0.1037 0.0970 0.0862
N 6.062 -1.981 -0.727 0.6951 0.1668 -0.9638
C 5.282 -1.213 -1.709 -0.8787 -0.1569 0.1770
C 3.781 -1.176 -1.320 0.4966 -0.1399 0.1819
C 3.301 0.250 -1.069 -0.2152 -0.1391 -0.3197
C 1.833 0.377 -0.641 0.2398 0.3064 -0.0992
C 1.611 0.269 0.869 0.2242 0.2578 0.1790
C 1.918 -1.069 1.383 -0.3537 -0.3939 -0.2777
N 2.034 -2.172 1.685 0.1477 0.2221 0.1588
C 0.181 0.662 1.327 0.0063 -0.3649 0.2298
C -0.029 2.084 1.060 -0.1627 0.2156 -0.0025
N -0.206 3.202 0.867 0.0868 -0.0975 -0.0233
C -0.931 -0.248 0.753 0.1563 0.2046 -0.4516
C -1.662 0.290 -0.479 -0.5282 -0.5797 0.0026
C -2.965 -0.496 -0.737 0.1432 -0.0180 -0.1259
C -2.741 -1.982 -0.846 -0.0477 0.1277 -0.0421
C -2.967 -2.833 0.232 -0.0288 -0.1049 0.0940
C -2.724 -4.199 0.141 0.0279 0.1763 -0.1761
C -2.248 -4.732 -1.050 -0.0521 -0.0378 0.2841
C -2.028 -3.895 -2.132 0.1112 0.0181 -0.1955
C -2.272 -2.531 -2.039 0.0022 -0.2592 0.1902
H 7.923 -2.407 1.344 0.0666 0.0549 0.0171
H 7.982 -3.569 0.034 0.1130 -0.0259 0.0414
H 9.264 -2.328 0.166 0.0193 0.0098 0.0311
H 6.060 -2.962 -0.982 -0.3002 -0.1015 0.5461
H 5.663 -0.198 -1.755 0.2612 -0.0628 -0.0103
H 5.373 -1.670 -2.696 0.2180 0.1295 -0.0601
H 3.670 -1.797 -0.431 -0.1357 0.0408 0.0171
H 3.176 -1.637 -2.104 -0.0596 0.0595 -0.0127
H 3.411 0.796 -2.010 0.0544 0.0578 0.0485
H 3.957 0.751 -0.352 -0.0299 -0.0312 0.0791
H 1.214 -0.340 -1.185 0.0008 -0.0872 0.0789
H 1.494 1.374 -0.935 -0.1278 -0.0282 0.0676
H 2.301 0.963 1.360 0.0125 -0.0076 -0.0560
H 0.170 0.561 2.416 0.0149 0.0201 -0.0109
H -1.658 -0.484 1.530 0.0263 0.1105 0.0892
H -0.451 -1.187 0.473 -0.1044 -0.1313 0.1904
H -1.940 1.337 -0.358 0.1933 0.0789 -0.0939
H -1.044 0.160 -1.371 0.1675 0.3355 0.0466
H -3.411 -0.156 -1.672 -0.0095 0.1428 0.0501
H -3.700 -0.265 0.034 0.0380 -0.0701 0.0806
H -3.337 -2.422 1.165 -0.0066 0.0363 -0.0155
H -2.899 -4.836 0.998 -0.0015 -0.0233 -0.0024
H -2.049 -5.794 -1.112 0.0141 0.0079 -0.1140
H -1.652 -4.304 -3.063 -0.0322 -0.0204 0.0053
H -2.099 -1.901 -2.903 -0.0223 0.0829 0.0320
C -8.490 -0.084 -1.671 -0.0606 -0.0125 -0.0596
S -7.194 -0.335 -0.453 -0.0056 -0.0436 0.0203
O -5.946 0.231 -1.029 -0.0467 0.0421 -0.0297
C -7.082 -2.117 -0.653 -0.0309 -0.0810 -0.0075
H -8.678 0.986 -1.737 0.0246 0.0056 0.0257
H -8.157 -0.462 -2.637 0.0371 0.0000 0.0166
H -9.396 -0.596 -1.346 0.0009 0.0090 0.0120
H -6.846 -2.350 -1.691 0.0158 0.0414 -0.0030
H -8.026 -2.576 -0.358 0.0058 0.0010 0.0133
H -6.282 -2.473 -0.006 0.0142 0.0335 0.0014
C 1.545 7.974 2.530 0.0583 0.0165 -0.0636
S 0.237 7.326 3.579 -0.0344 -0.0043 -0.0009
O 0.687 7.499 4.985 0.0369 -0.0034 0.0126
C 0.492 5.603 3.149 0.0405 -0.0506 -0.0486
H 1.588 9.050 2.681 -0.0249 -0.0033 0.0244
H 2.495 7.522 2.816 -0.0191 -0.0116 0.0342
H 1.314 7.758 1.487 -0.0112 0.0039 0.0036
H 1.516 5.318 3.391 0.0008 0.0427 0.0319
H 0.292 5.453 2.089 -0.0302 -0.0153 0.0084
H -0.206 5.008 3.733 -0.0208 0.0351 0.0127